ORCA calculation (wB97M-V/def2-TZVPD) on a structure of composition C23H28N5O4ReS.

Values from the calculation:
2S+1: 1
highest occupied orbital energy (spin up / spin down): -13.495 / -13.495 eV
net charge: +2
gap between HOMO and LUMO (spin up / spin down): 5.5 / 5.4 eV
energy relative to the best compared isomer or geometry (same formula, charge and spin): 0.133 eV

```
62
Properties=species:S:1:pos:R:3:forces:R:3:lowdin_charge:R:1
Re -0.957 0.015 -0.393 3.56 -0.02 0.04 1.746
N 4.300 1.717 -4.705 0.22 -0.10 -0.15 0.148
C 3.309 2.008 -3.839 -0.19 0.05 0.23 -0.299
C 3.610 2.516 -2.558 -0.19 -0.02 0.00 -0.004
C 2.595 2.892 -1.708 0.04 0.10 0.04 -0.074
C 1.274 2.743 -2.114 -0.84 0.21 0.68 -0.337
C 0.950 2.175 -3.338 0.15 0.08 -0.20 -0.072
C 1.960 1.793 -4.189 -0.05 0.08 0.11 -0.004
S -0.017 3.399 -1.104 1.67 -0.14 -0.76 0.699
O 0.511 3.848 0.142 0.04 -0.02 0.01 -0.246
O -0.955 4.143 -1.858 -0.12 -0.24 -0.18 -0.212
N -0.854 1.913 -0.590 0.17 0.52 -1.18 -0.221
C -1.899 2.233 0.235 -2.08 -0.03 1.64 -0.490
N -2.328 1.067 0.798 0.39 0.57 -0.37 -0.016
C -3.307 1.111 1.689 -0.31 0.08 0.26 -0.047
C -3.901 2.331 1.988 0.18 -0.01 -0.18 0.017
C -3.427 3.458 1.317 -0.33 -0.30 0.45 -0.024
N -2.413 3.408 0.463 0.66 -0.12 -0.48 0.183
H 5.236 2.027 -4.503 -0.07 -0.05 -0.11 0.118
H 4.079 1.527 -5.669 0.09 0.01 0.06 0.118
H 4.640 2.652 -2.268 0.11 0.05 0.04 0.122
H 2.792 3.339 -0.746 0.17 0.05 0.08 0.121
H -0.087 2.077 -3.616 -0.14 -0.05 -0.21 0.123
H 1.725 1.376 -5.155 -0.05 -0.06 -0.14 0.122
H -3.598 0.178 2.155 -0.06 0.04 -0.01 0.134
H -4.700 2.400 2.706 -0.07 -0.02 0.04 0.124
H -3.855 4.440 1.462 -0.11 0.00 0.13 0.140
C -2.722 -3.355 0.994 0.37 0.35 -0.33 -0.008
C -2.513 -2.613 -0.331 -2.29 -2.15 -0.39 -0.447
C -3.832 -2.038 -0.876 0.48 -0.15 0.09 -0.016
O -1.606 -1.587 -0.214 0.34 0.44 0.32 -0.280
H -3.552 -4.047 0.888 -0.07 -0.04 -0.06 0.103
H -2.950 -2.647 1.787 -0.06 0.04 0.11 0.090
H -1.834 -3.914 1.268 0.04 -0.06 0.08 0.073
H -2.102 -3.316 -1.078 0.03 0.33 0.21 0.169
H -4.367 -1.503 -0.096 -0.07 0.08 0.10 0.084
H -4.457 -2.852 -1.231 -0.08 -0.04 0.00 0.102
H -3.639 -1.367 -1.712 -0.03 0.03 -0.13 0.085
C 3.249 -2.212 -0.151 0.58 -0.52 0.09 0.004
N 2.174 -1.297 -0.462 -0.67 0.27 -0.37 -0.101
C 2.011 -0.120 0.387 -0.13 0.63 0.07 -0.110
C 1.446 -1.416 -1.547 1.05 -0.71 0.31 -0.224
O 0.465 -0.697 -1.849 -1.49 1.26 0.69 -0.126
H 4.205 -1.688 -0.157 -0.03 0.01 -0.03 0.114
H 3.281 -3.022 -0.878 -0.02 0.07 -0.02 0.108
H 3.097 -2.646 0.839 -0.06 0.08 -0.04 0.105
H 2.802 -0.149 1.141 -0.06 -0.01 -0.10 0.155
H 0.655 1.085 1.483 -0.02 -0.08 -0.14 0.108
H 2.168 0.767 -0.241 0.11 -0.18 0.07 0.117
H 1.736 -2.200 -2.253 -0.03 0.02 0.12 0.174
C 0.677 0.055 1.111 -0.57 0.14 -0.96 -0.205
C 0.383 -0.859 2.230 -0.28 -0.50 0.51 -0.268
C 0.115 -0.312 3.490 0.12 -0.01 -0.35 -0.026
C -0.126 -1.126 4.578 0.00 -0.16 0.08 -0.047
C -0.126 -2.502 4.422 -0.05 0.02 -0.07 -0.044
C 0.116 -3.061 3.174 0.06 -0.03 -0.01 -0.065
C 0.378 -2.250 2.087 0.06 0.33 0.04 -0.072
H 0.142 0.760 3.617 -0.04 0.18 0.02 0.120
H -0.303 -0.693 5.550 -0.03 0.06 0.11 0.118
H -0.315 -3.143 5.265 -0.04 -0.11 0.16 0.118
H 0.094 -4.134 3.056 0.06 -0.13 0.00 0.117
H 0.566 -2.685 1.113 -0.02 -0.12 -0.01 0.105
```
Positions in Å, forces in eV/Å.